Entry from the OMol25 dataset: a molecular structure, C49H50N9O3PRbS4 (wB97M-V/def2-TZVPD).

Geometry as XYZ:
```
117
Properties=species:S:1:pos:R:3
Rb -0.2038 -0.1741 -1.1801
N -1.8110 -4.3715 -3.5694
C -1.0936 -5.1472 -2.6777
C -1.0484 -6.5168 -2.4409
C -0.2083 -6.9412 -1.4282
C 0.5611 -6.0357 -0.6794
C 0.5067 -4.6774 -0.9187
C -0.3394 -4.2336 -1.9333
N -0.6038 -2.9401 -2.3524
C -1.4651 -3.0670 -3.3210
C -2.0302 -1.9381 -4.0722
C -3.0533 -1.9730 -4.9748
S -3.3871 -0.3989 -5.5359
C -2.1236 0.2056 -4.5287
N -1.5083 -0.6908 -3.8351
H -2.4394 -4.6959 -4.2804
H -1.6402 -7.2203 -3.0131
H -0.1409 -7.9994 -1.2086
H 1.2084 -6.4146 0.1011
H 1.0916 -3.9679 -0.3468
H -3.6398 -2.8147 -5.3084
H -1.9023 1.2643 -4.4854
O 5.5189 0.5008 -3.7186
C 5.7242 -0.4531 -2.7966
C 6.9548 -1.1184 -2.8096
C 7.2357 -2.1076 -1.8878
C 6.2949 -2.4644 -0.9281
C 5.0747 -1.8127 -0.9176
C 4.7610 -0.8090 -1.8313
C 3.4073 -0.1672 -1.7286
O 2.5946 -0.5896 -0.8760
N 3.2235 0.8249 -2.5973
N 1.9719 1.4014 -2.5363
C 1.8533 2.4959 -3.1603
S 0.2940 3.3161 -3.2952
C 1.0311 4.9046 -3.7500
C 2.1974 4.6314 -4.6800
S 3.2145 3.3222 -3.9447
H 4.5939 0.8662 -3.5392
H 7.6772 -0.8291 -3.5631
H 8.1986 -2.6057 -1.9170
H 6.5117 -3.2398 -0.2039
H 4.3151 -2.0731 -0.1914
H 1.3561 5.4137 -2.8432
H 0.2533 5.4991 -4.2297
H 2.8289 5.5125 -4.7953
H 1.8453 4.3130 -5.6616
O -2.7878 1.2271 -1.4062
C -2.6379 1.5040 -0.2463
C -2.7026 2.2223 0.8821
C -3.8846 2.1210 1.7438
C -3.9273 2.7770 2.9291
C -2.8535 3.5762 3.4149
C -1.7185 3.6604 2.6302
C -1.5640 3.0036 1.4129
P -0.0967 3.0121 0.4104
C 0.1977 4.7872 0.0265
C -0.8711 5.4998 -0.5262
C -0.7243 6.8175 -0.9222
C 0.4980 7.4659 -0.7685
C 1.5644 6.7727 -0.2201
C 1.4188 5.4437 0.1662
C 1.3604 2.6083 1.4518
C 2.5733 2.4124 0.7834
C 3.7173 2.0393 1.4696
C 3.6615 1.8313 2.8424
C 2.4537 1.9781 3.5089
C 1.3098 2.3599 2.8201
H -4.7166 1.5177 1.4009
H -4.8318 2.7002 3.5287
H -2.9307 4.1028 4.3564
H -0.8897 4.2757 2.9749
H -1.8331 5.0075 -0.6261
H -1.5707 7.3486 -1.3428
H 0.6120 8.5009 -1.0683
H 2.5216 7.2642 -0.0864
H 2.2633 4.9270 0.6017
H 2.6108 2.5277 -0.2947
H 4.6441 1.8882 0.9279
H 4.5499 1.5322 3.3876
H 2.3968 1.7835 4.5740
H 0.3686 2.4475 3.3472
C -4.4116 -2.3687 3.8820
N -4.9244 -1.9743 2.5804
C -5.8266 -0.8404 2.6333
C -4.3832 -2.3898 1.4064
S -4.5062 -1.5194 -0.0069
N -3.6544 -3.5713 1.4912
C -4.3484 -4.7576 1.9703
C -2.7281 -3.8708 0.4140
H -4.2050 -1.4663 4.4609
H -3.4884 -2.9293 3.7724
H -5.1389 -2.9713 4.4374
H -6.5753 -1.0285 3.4073
H -6.3165 -0.7113 1.6719
H -5.2804 0.0789 2.8719
H -5.0890 -4.5036 2.7209
H -3.6329 -5.4570 2.4061
H -4.8632 -5.2614 1.1412
H -2.1220 -2.9959 0.1936
H -3.2433 -4.1705 -0.5064
H -2.0786 -4.6834 0.7419
C 3.4004 -1.7187 3.2101
C 1.9945 -1.3133 2.9209
C 0.8806 -1.2039 3.7293
C -0.1486 -0.7511 2.8775
N 0.3022 -0.6153 1.6398
N 1.6036 -0.9632 1.6862
C -1.5620 -0.3911 3.2067
H 3.6146 -1.5985 4.2721
H 4.1042 -1.1036 2.6473
H 3.5780 -2.7638 2.9442
H 0.8234 -1.3836 4.7910
H 2.1715 -0.8438 0.8397
H -1.7336 -0.4586 4.2816
H -2.2615 -1.0538 2.6902
H -1.7931 0.6270 2.8816
```

The calculation puts the HOMO energy at -2.13 eV. As for the multiplicity: 1. As for the charge: -1. The LUMO energy is 1.6 eV.

Entry from the OMol25 dataset: a molecular structure, C49H51As2I2KN3O3 at a distorted geometry (wB97M-V/def2-TZVPD).

Geometry as XYZ:
```
111
Properties=species:S:1:pos:R:3
K 0.0619 -0.0858 1.1945
I 2.9952 1.5998 -7.5781
C 2.0140 0.3983 -6.1337
C 1.9871 -0.9746 -6.2948
C 1.3658 -1.7336 -5.3247
I 1.2815 -3.8283 -5.5875
C 0.7740 -1.2063 -4.1363
O 0.2408 -1.9154 -3.2384
C 0.8012 0.2314 -4.0604
C 0.1181 0.8605 -2.8685
N 0.7572 0.6180 -1.5582
C 1.9093 1.4614 -1.3276
C 1.5152 2.7687 -0.6642
C 2.5037 3.6292 -0.1763
C 2.1355 4.7654 0.5178
C 0.7846 5.0414 0.6866
C -0.1245 4.1648 0.1198
N 0.2222 3.0592 -0.5327
C 1.4134 0.9955 -5.0311
H 2.4413 -1.4430 -7.1568
H -0.9076 0.4826 -2.8162
H 0.0711 1.9423 -3.0053
H 1.0182 -0.3693 -1.5326
H 2.4715 1.6867 -2.2495
H 2.5962 0.9489 -0.6506
H 3.5471 3.3873 -0.3389
H 2.8885 5.4338 0.9191
H 0.4498 5.9161 1.2299
H -1.1932 4.3569 0.1751
H 1.4272 2.0757 -4.9333
C -1.1506 -4.3212 -1.5127
C -0.3453 -4.4311 -0.2202
As 0.8200 -2.8524 0.1410
C 1.5119 -3.4681 1.9109
C 1.2655 -4.9125 2.3417
C 2.4445 -3.2763 -0.8902
C 2.8167 -4.7465 -1.0393
H -1.7515 -5.2196 -1.6864
H -0.4876 -4.1736 -2.3617
H -1.8192 -3.4589 -1.4956
H 0.2435 -5.3507 -0.2359
H -1.0244 -4.5041 0.6381
H 1.0987 -2.7979 2.6679
H 2.5830 -3.2666 1.8809
H 0.1998 -5.1217 2.4603
H 1.7481 -5.1158 3.3029
H 1.6635 -5.6273 1.6211
H 3.2373 -2.7308 -0.3739
H 2.3261 -2.8262 -1.8734
H 2.9767 -5.2222 -0.0690
H 3.7394 -4.8499 -1.6159
H 2.0405 -5.2967 -1.5734
O -1.3170 1.3942 2.1207
As -1.3555 1.8945 3.6661
C -1.4034 0.4758 4.9781
C -2.4230 -0.4673 4.8889
C -2.5275 -1.4699 5.8373
C -1.6053 -1.5421 6.8727
C -0.5818 -0.6103 6.9587
C -0.4850 0.4049 6.0178
C 0.0863 3.0447 4.2239
C -0.1718 4.2682 4.8315
C 0.8754 5.0226 5.3379
C 2.1726 4.5360 5.2739
C 2.4297 3.3063 4.6829
C 1.3919 2.5668 4.1367
C -2.9934 2.9098 3.8887
C -3.1484 4.0016 3.0363
C -4.3404 4.7047 3.0160
C -5.3910 4.3065 3.8334
C -5.2443 3.2145 4.6748
C -4.0448 2.5167 4.7065
H -3.1266 -0.4074 4.0670
H -3.3281 -2.1962 5.7752
H -1.6885 -2.3239 7.6168
H 0.1408 -0.6721 7.7619
H 0.3057 1.1399 6.0986
H -1.1913 4.6245 4.9171
H 0.6758 5.9827 5.7965
H 2.9872 5.1096 5.6978
H 3.4394 2.9253 4.6472
H 1.5961 1.6145 3.6527
H -2.3275 4.2750 2.3817
H -4.4636 5.5567 2.3599
H -6.3302 4.8443 3.8073
H -6.0687 2.9017 5.3029
H -3.9224 1.6713 5.3723
N 9.0376 3.0741 4.4244
C 8.1249 2.5520 3.9538
C 6.9911 1.9078 3.3834
C 6.8182 0.5244 3.5098
C 5.7182 -0.0956 2.9611
C 4.7251 0.6392 2.2857
C 4.9137 2.0297 2.1705
C 6.0270 2.6501 2.6935
C 3.5731 0.0196 1.7395
C 2.6028 -0.5652 1.2436
H 7.5632 -0.0490 4.0467
H 5.5986 -1.1672 3.0479
H 4.1573 2.6091 1.6606
H 6.1579 3.7205 2.5870
C -3.0305 -3.3283 2.6215
C -2.3283 -2.1777 1.9455
C -2.9775 -1.6181 0.7116
O -1.2909 -1.7267 2.3770
H -3.9797 -2.9820 3.0402
H -2.4100 -3.7385 3.4158
H -3.2568 -4.0995 1.8829
H -3.9444 -2.0686 0.5001
H -2.2969 -1.7990 -0.1276
H -3.0748 -0.5332 0.8003
```

The calculation puts the HOMO energy at -3.91 eV. As for the multiplicity: 1. As for the charge: -1. The LUMO energy is 1.6 eV.

Entry from the OMol25 dataset: a molecular structure, C49H51BN13PSY (wB97M-V/def2-TZVPD).

Geometry as XYZ:
```
117
Properties=species:S:1:pos:R:3
Y 0.3019 0.7380 0.0897
C 4.2952 4.1072 -2.3809
C 3.5103 2.8353 -2.3511
C 3.5704 1.7823 -3.2339
C 2.6351 0.8498 -2.7764
N 2.0490 1.2971 -1.6611
N 2.5954 2.5308 -1.4094
B 2.0591 3.5338 -0.3563
N 0.5742 3.8450 -0.6787
N -0.3082 2.8564 -1.0135
C -1.4716 3.4661 -1.2566
C -1.3484 4.8414 -1.0756
C -0.0304 5.0465 -0.7150
C 0.6677 6.3396 -0.4453
C -2.6846 2.7750 -1.7502
C -2.6746 2.1525 -2.9964
C -3.8584 1.6838 -3.5548
C -5.0541 1.8049 -2.8607
C -5.0650 2.4023 -1.6056
C -3.8893 2.8954 -1.0596
N 2.2365 2.9850 1.0893
N 2.0572 1.6586 1.3798
C 2.4338 1.4937 2.6547
C 2.8421 2.7079 3.1903
C 2.7093 3.6312 2.1695
C 3.0133 5.0916 2.2202
C 2.5450 0.1951 3.3567
C 3.4211 -0.7780 2.8844
C 3.6484 -1.9338 3.6189
C 3.0094 -2.1151 4.8399
C 2.1244 -1.1514 5.3087
C 1.8931 -0.0001 4.5704
C 2.3523 -0.4593 -3.4203
C 1.4866 -1.4048 -2.8863
C 1.2981 -2.6400 -3.4909
C 1.9646 -2.9509 -4.6650
C 2.8114 -2.0062 -5.2314
C 3.0008 -0.7802 -4.6162
H 5.0331 4.0475 -3.1789
H 3.6575 4.9707 -2.5711
H 4.8171 4.2812 -1.4405
H 4.2156 1.7178 -4.0922
H 2.6766 4.5514 -0.4381
H -2.1049 5.5914 -1.2416
H -0.0298 7.1597 -0.6024
H 1.0329 6.3998 0.5781
H 1.5198 6.4832 -1.1100
H -1.7439 2.0987 -3.5514
H -3.8529 1.2455 -4.5460
H -5.9768 1.4477 -3.3008
H -5.9942 2.4963 -1.0584
H -3.8949 3.3758 -0.0884
H 3.2287 2.8815 4.1811
H 3.6478 5.2930 3.0809
H 3.5210 5.4431 1.3240
H 2.0986 5.6720 2.3428
H 3.9516 -0.6040 1.9554
H 4.3457 -2.6779 3.2536
H 3.2033 -3.0049 5.4273
H 1.6144 -1.2954 6.2529
H 1.2030 0.7532 4.9312
H 0.9417 -1.1832 -1.9772
H 0.6352 -3.3683 -3.0382
H 1.8225 -3.9146 -5.1368
H 3.3267 -2.2245 -6.1577
H 3.6642 -0.0648 -5.0795
N -2.1614 1.7210 4.1094
C -1.6074 1.1697 3.0070
S -1.5971 2.1244 1.5585
N -1.1659 -0.0545 3.1754
N -0.4466 -0.5545 2.1289
C -0.2147 -1.8248 2.2014
C -0.9367 -2.7296 3.1359
C -2.3271 -2.7949 3.0530
C -3.0418 -3.6575 3.8654
C -2.3767 -4.4488 4.7944
C -0.9944 -4.3858 4.8899
C -0.2766 -3.5361 4.0573
C 0.8423 -2.3699 1.3053
C 1.1801 -3.7168 1.3089
C 2.2687 -4.1477 0.5683
C 3.0039 -3.2275 -0.1596
C 2.5657 -1.9184 -0.1640
N 1.5028 -1.4989 0.5265
H -2.6732 2.5803 4.0281
H -2.2950 1.1363 4.9173
H -2.8496 -2.1554 2.3504
H -4.1200 -3.7048 3.7835
H -2.9357 -5.1162 5.4378
H -0.4709 -5.0022 5.6096
H 0.8016 -3.4915 4.1348
H 0.5957 -4.4128 1.8923
H 2.5438 -5.1950 0.5690
H 3.8771 -3.5105 -0.7311
H 3.0776 -1.1650 -0.7511
C -3.9853 -3.2136 -0.7372
N -2.6869 -3.6772 -1.2407
C -2.7296 -3.6768 -2.7025
N -3.0893 -2.3842 -3.2817
C -4.3719 -1.9570 -2.7159
N -4.3880 -1.9047 -1.2530
C -3.5382 -0.8310 -0.7438
P -1.7685 -1.0533 -1.2554
C -1.6036 -2.8367 -0.7348
C -2.0451 -1.3852 -3.0672
H -3.9489 -3.1763 0.3533
H -4.7425 -3.9404 -1.0330
H -3.4737 -4.4094 -3.0158
H -1.7580 -3.9856 -3.0911
H -5.1330 -2.6706 -3.0340
H -4.6277 -0.9740 -3.1114
H -3.5774 -0.8003 0.3478
H -3.8877 0.1375 -1.1075
H -1.6148 -2.8777 0.3546
H -0.6361 -3.2250 -1.0678
H -1.1121 -1.7134 -3.5203
H -2.3312 -0.4557 -3.5447
```

The calculation puts the HOMO energy at -10.16 eV. As for the multiplicity: 1. As for the charge: +1. The LUMO energy is -2.9 eV.